The following is a DFT calculation (ωB97M-V/def2-TZVPD) of C2HNO in the gas phase.

SMILES = N#CC=O
LUMO = -1.0 eV
relative energy (zero: lowest compared OMol25 entry of this formula, charge and spin) = 15.7 kcal per mole
HOMO energy = -11.88 eV

Structure (ORCA input):
```
! RIJCOSX wB97M-V def2-TZVPD def2/J DEFGRID3
* xyz 0 1
N 2.0025 0.1732 0.5878
C 0.8898 0.0201 0.2439
C -0.6470 -0.0927 -0.2038
O -1.2895 -1.0522 -0.5774
H -0.9557 0.9516 -0.0504
*
```

=====

The following is a DFT calculation (ωB97M-V/def2-TZVPD) of 4 unconnected molecules or ions with the total composition H9O4.

LUMO = -3.2 eV
relative energy (zero: lowest compared OMol25 entry of this formula, charge and spin) = 3.8 kcal per mole
HOMO energy = -16.09 eV

Structure (ORCA input):
```
! RIJCOSX wB97M-V def2-TZVPD def2/J DEFGRID3
* xyz 1 1
O -0.1569 -1.7938 1.7578
H -0.8861 -2.0727 2.3238
H 0.2512 -2.6077 1.4318
O 0.2375 -0.7262 -2.2474
H -0.4984 -0.8540 -2.8587
H 1.0133 -1.0457 -2.7184
O 0.4094 2.6406 0.5785
H 0.0567 3.2323 1.2530
H 0.7707 3.2330 -0.0871
O -0.5283 0.0570 0.1236
H -0.2060 -0.2479 -0.7748
H -0.1526 0.9107 0.4386
H -0.3104 -0.7257 0.7794
*
```

=====

The following is a DFT calculation (ωB97M-V/def2-TZVPD) of a molecular structure, C24H25FeN7SSe.

LUMO (alpha / beta) = 0.4 / 0.2 eV
relative energy (zero: lowest compared OMol25 entry of this formula, charge and spin) = 30.9 kcal per mole
HOMO energy (alpha / beta) = -5.21 / -7.24 eV

Structure (ORCA input):
```
! RIJCOSX wB97M-V def2-TZVPD def2/J DEFGRID3
* xyz 0 5
Fe -1.2722 -0.5214 -0.6930
N -3.3044 0.4976 -4.3409
C -2.8441 0.3137 -3.0794
S -2.1423 -1.2544 -2.6842
N -2.9386 1.2447 -2.1978
N -2.5544 0.8652 -0.9495
C -3.4482 0.9968 0.0237
C -3.3203 0.2016 1.1545
C -4.2568 0.2121 2.2216
C -4.0796 -0.6122 3.2917
C -2.9329 -1.4310 3.3351
C -2.0857 -1.4197 2.2535
N -2.2676 -0.6846 1.1594
H -2.9827 -0.1334 -5.0522
H -3.5861 1.4259 -4.6047
H -4.3152 1.6282 -0.1357
H -5.1103 0.8676 2.1428
H -4.7967 -0.6403 4.0983
H -2.7217 -2.0561 4.1881
H -1.1923 -2.0299 2.2622
N 0.0894 0.6519 -1.8949
C 1.0830 0.1291 -2.7645
C 1.2871 0.7005 -4.0110
C 2.2896 0.2454 -4.8474
C 3.1032 -0.7944 -4.4342
C 2.8781 -1.4030 -3.2139
C 1.8666 -0.9673 -2.3637
C 1.4725 -1.7562 -1.1953
C 2.3131 -2.6061 -0.4748
C 1.7911 -3.4092 0.5248
C 0.4204 -3.4760 0.7375
C -0.4299 -2.6511 0.0057
C 0.1244 -1.7577 -0.8675
H -0.4476 1.3749 -2.3733
H 0.5354 1.0908 -1.0862
H 0.6417 1.5053 -4.3314
H 2.4326 0.6950 -5.8177
H 3.8925 -1.1565 -5.0753
H 3.4586 -2.2673 -2.9296
H 3.3765 -2.6172 -0.6752
H 2.4543 -4.0131 1.1296
H 0.0250 -4.1650 1.4700
H -1.5041 -2.7830 0.0762
C -0.2886 2.7988 3.6406
N 1.0457 2.4691 3.2342
C 2.2106 2.8592 3.8314
C 3.2300 2.3191 3.1237
N 2.6826 1.5959 2.0952
C 3.4074 0.8767 1.0866
C 1.3307 1.6871 2.1639
Se 0.0002 0.7866 1.1896
H -0.2589 3.4103 4.5391
H -0.8526 1.8818 3.8284
H -0.7982 3.3365 2.8385
H 2.2232 3.4788 4.7039
H 4.2871 2.3894 3.2765
H 4.4718 0.9094 1.3126
H 3.2372 1.3222 0.1035
H 3.0703 -0.1613 1.0506
*
```

=====

| no. | electronic energy (hartree) |
| --- | --- |
| 1 | -206.74802 |
| 2 | -306.12043 |
| 3 | -5376.10047 |